Model a:
H12NaO6 | ωB97M-V with the def2-TZVPD basis set

ORCA input file:
```
! RIJCOSX wB97M-V def2-TZVPD def2/J DEFGRID3
* xyz 1 1
Na -0.031 -0.012 0.091
O -2.413 0.687 0.802
H -2.881 1.411 0.367
H -2.951 0.476 1.576
O 0.677 -2.002 -1.258
H 0.757 -2.855 -0.814
H 1.451 -1.917 -1.830
O -0.357 -2.085 1.509
H 0.152 -1.844 2.297
H -0.780 -2.918 1.757
O -1.103 0.596 -2.017
H -2.029 0.835 -2.139
H -0.724 0.603 -2.905
O 0.766 2.164 1.353
H 1.597 2.036 1.829
H 0.224 2.714 1.935
O 2.239 0.465 -0.890
H 2.390 1.310 -1.336
H 3.015 0.337 -0.328
*
```

As for the molar mass: 131.08 g/mol.

Model b:
H12NaO6 | ωB97M-V with the def2-TZVPD basis set

ORCA input file:
```
! RIJCOSX wB97M-V def2-TZVPD def2/J DEFGRID3
* xyz 1 1
Na 0.031 0.307 -0.108
O -0.078 1.765 -1.957
H -0.630 2.489 -1.668
H -0.594 1.453 -2.695
O -2.395 0.118 0.468
H -2.846 0.250 -0.386
H -2.814 -0.596 0.871
O -0.341 -1.602 -1.299
H -0.388 -2.485 -1.018
H -0.353 -1.730 -2.233
O 0.509 2.027 1.240
H 0.305 1.768 2.139
H 1.370 2.484 1.237
O 0.002 -1.590 1.800
H 0.442 -2.450 1.792
H -0.270 -1.477 2.706
O 2.373 -0.022 -0.317
H 3.287 0.300 -0.228
H 2.393 -1.009 -0.346
*
```

As for the molar mass: 131.08 g/mol.

Most stable = model a